Density functional theory data (the ωB97M-V functional and the def2-TZVPD basis) for an isolated molecule of C24H31N3O6.

Output
- Frontier orbital gap: 8.59 eV
- Lowest unoccupied orbital energy: 0.42 eV
- SMILES string: COCCN(C(=O)CNC(=O)c1ccco1)[C@@H](C(=O)NC1CCCC1)c1cccc(OC)c1
- Multiplicity: 1
- ΔE to the lowest compared entry with this formula, charge and spin: 0.446 eV

```
64
C24H31N3O6, DFT the ωB97M-V functional and the def2-TZVPD basis
C -3.31 4.60 0.49
O -2.25 3.79 0.04
C -1.52 3.20 1.10
C -0.47 2.24 0.53
N -1.02 0.94 0.19
C -1.73 0.71 -0.94
O -2.50 -0.22 -1.06
C -1.55 1.69 -2.10
N -0.17 1.88 -2.51
C 0.78 0.93 -2.45
O 0.64 -0.15 -1.90
C 2.06 1.32 -3.06
C 3.24 0.62 -3.14
C 4.14 1.46 -3.83
C 3.46 2.60 -4.12
O 2.20 2.53 -3.66
C -1.13 0.01 1.31
C -1.54 -1.44 0.94
O -2.38 -2.01 1.60
N -0.75 -2.03 0.03
C -1.00 -3.37 -0.44
C 0.32 -4.10 -0.67
C 0.81 -3.58 -2.02
C -0.46 -3.17 -2.80
C -1.64 -3.36 -1.84
C 0.16 -0.16 2.06
C 1.38 -0.21 1.39
C 2.55 -0.43 2.11
C 2.51 -0.61 3.47
C 1.29 -0.58 4.15
O 1.35 -0.79 5.49
C 0.14 -0.84 6.22
C 0.12 -0.34 3.43
H -3.79 5.01 -0.40
H -4.04 4.01 1.06
H -2.95 5.42 1.12
H -2.21 2.66 1.77
H -1.02 3.98 1.69
H 0.31 2.09 1.28
H -0.02 2.70 -0.35
H -2.14 1.28 -2.93
H -1.97 2.65 -1.81
H 0.03 2.72 -3.05
H 3.41 -0.36 -2.76
H 5.16 1.24 -4.08
H 3.74 3.50 -4.63
H -1.92 0.36 2.00
H -0.19 -1.45 -0.58
H -1.64 -3.85 0.30
H 1.03 -3.91 0.13
H 0.13 -5.17 -0.72
H 1.39 -4.33 -2.56
H 1.44 -2.70 -1.88
H -0.59 -3.77 -3.70
H -0.38 -2.13 -3.11
H -2.37 -2.56 -1.92
H -2.14 -4.31 -2.01
H 1.42 -0.08 0.32
H 3.49 -0.46 1.59
H 3.41 -0.79 4.04
H 0.43 -1.07 7.24
H -0.52 -1.63 5.84
H -0.38 0.12 6.19
H -0.84 -0.32 3.93
```

Density functional theory data (the ωB97M-V functional and the def2-TZVPD basis) for a structure of composition C24H31N5OPZn.

Output
- Frontier orbital gap (alpha / beta): 4.64 / 5.75 eV
- Lowest unoccupied orbital energy (alpha / beta): -4.66 / -4.04 eV
- Multiplicity: 1
- Net charge: +1

```
63
C24H31N5OPZn, DFT the ωB97M-V functional and the def2-TZVPD basis
Zn 1.29 1.24 0.92
C 2.14 -3.59 -1.25
C 1.37 -3.21 -0.16
C 1.01 -1.92 -0.01
C 1.31 -0.92 -1.06
C 2.04 -1.37 -2.20
C 2.41 -2.69 -2.29
N 0.87 0.36 -0.87
C 0.54 1.22 -1.94
C -0.03 0.85 -3.13
C -0.07 1.76 -4.19
C 0.32 3.10 -3.96
C 0.92 3.49 -2.75
C 0.92 2.57 -1.72
N 1.29 2.87 -0.42
N 2.20 3.77 -0.28
C 2.95 3.61 0.85
C 3.82 4.62 1.30
C 4.53 4.43 2.47
C 4.48 3.12 3.09
C 3.69 2.14 2.60
N 2.85 2.37 1.50
H 2.38 -4.64 -1.30
H 1.14 -3.96 0.58
H 0.33 -1.64 0.83
H 2.11 -0.71 -3.01
H 3.03 -2.99 -3.15
H -0.25 -0.21 -3.19
H -0.45 1.48 -5.15
H 0.19 3.80 -4.78
H 1.41 4.39 -2.55
H 3.78 5.58 0.78
H 5.18 5.14 2.99
H 5.04 2.95 4.01
H 3.66 1.15 3.08
C -3.76 -4.47 0.82
N -3.61 -3.98 -0.53
C -4.25 -4.78 -1.56
C -2.92 -2.77 -0.67
C -2.79 -2.29 -2.12
O -2.38 -2.15 0.26
H -4.04 -3.65 1.50
H -2.87 -4.99 1.18
H -4.48 -5.27 0.83
H -3.97 -5.82 -1.37
H -4.03 -4.61 -2.65
H -5.35 -4.80 -1.50
H -3.72 -2.37 -2.64
H -1.99 -2.76 -2.68
H -2.57 -1.25 -2.00
C -0.49 0.33 4.04
P -0.66 1.26 2.42
C -2.28 0.78 1.72
C -0.85 2.98 2.78
H -1.27 0.40 4.75
H 0.45 0.69 4.57
H -0.34 -0.72 3.83
H -2.93 1.29 2.49
H -2.41 -0.30 1.69
H -2.35 1.05 0.68
H -0.87 3.56 1.80
H 0.04 3.27 3.34
H -1.75 3.24 3.35
```

Density functional theory data (the ωB97M-V functional and the def2-TZVPD basis) for a structure of composition C24H32AsBrN6O5PtS5.

Output
- Frontier orbital gap: 6.49 eV
- Lowest unoccupied orbital energy: -0.98 eV
- Multiplicity: 1
- ΔE to the lowest compared entry with this formula, charge and spin: 0.000 eV

```
75
C24H32AsBrN6O5PtS5, DFT the ωB97M-V functional and the def2-TZVPD basis
Pt 0.45 0.07 -0.49
N 2.14 0.75 0.41
C 3.07 -0.37 0.77
C 3.21 -0.51 2.32
C 3.21 -1.91 2.94
C 1.85 -2.54 3.24
N 1.11 -3.05 2.10
C 1.44 -4.10 1.36
N 2.45 -4.91 1.73
N 0.71 -4.40 0.29
C 2.70 -1.67 0.05
O 3.50 -2.60 0.10
O 1.56 -1.72 -0.54
H 2.60 1.40 -0.23
H 1.87 1.32 1.24
H 4.05 -0.10 0.37
H 2.45 0.11 2.80
H 4.17 -0.05 2.59
H 3.70 -1.81 3.91
H 3.83 -2.57 2.34
H 1.19 -1.79 3.69
H 1.96 -3.34 3.98
H 0.34 -2.48 1.76
H 3.09 -4.56 2.42
H 2.87 -5.48 1.02
H 0.07 -3.70 -0.10
H 1.04 -5.11 -0.34
S 0.97 2.67 2.75
As -0.81 1.99 1.85
S -0.56 2.14 -0.40
S -0.56 -0.26 1.57
S -2.67 2.53 2.52
Br -5.22 -4.61 -4.07
C -4.75 -3.12 -2.98
C -5.69 -2.13 -2.76
C -5.34 -1.03 -1.98
C -4.06 -0.92 -1.47
C -3.13 -1.93 -1.71
C -3.48 -3.05 -2.45
C -1.72 -1.80 -1.21
O -1.08 -2.77 -0.83
O -1.30 -0.57 -1.29
H -6.68 -2.21 -3.17
H -6.07 -0.26 -1.78
H -3.76 -0.06 -0.87
H -2.75 -3.83 -2.62
C -4.21 0.20 -5.75
C -2.78 0.68 -5.53
C -2.23 0.09 -4.24
N -0.85 0.50 -3.97
C 0.16 -0.23 -3.56
S 1.47 0.52 -2.73
N 0.22 -1.58 -3.73
C -0.30 -2.44 -4.72
O -0.48 -3.60 -4.45
C -0.44 -1.90 -6.10
C 0.47 -0.98 -6.63
C 0.34 -0.57 -7.95
C -0.69 -1.06 -8.73
C -1.59 -1.98 -8.20
C -1.46 -2.41 -6.90
H -4.62 0.62 -6.67
H -4.85 0.50 -4.93
H -4.25 -0.89 -5.83
H -2.75 1.77 -5.47
H -2.14 0.39 -6.37
H -2.30 -0.99 -4.23
H -2.81 0.44 -3.38
H -0.71 1.49 -3.79
H 0.73 -2.06 -2.99
H 1.29 -0.61 -6.02
H 1.05 0.13 -8.36
H -0.80 -0.73 -9.75
H -2.39 -2.37 -8.82
H -2.13 -3.15 -6.47
```

Density functional theory data (the ωB97M-V functional and the def2-TZVPD basis) for a cluster of 3 separate species, C24H32BN4O9 in total.

Output
- Frontier orbital gap: 6.85 eV
- Lowest unoccupied orbital energy: -4.66 eV
- Multiplicity: 1
- Net charge: +1

```
70
C24H32BN4O9, DFT the ωB97M-V functional and the def2-TZVPD basis
C -0.03 -3.31 1.17
C -1.60 -3.63 1.44
C -2.14 -4.70 0.36
N -3.19 -4.11 -0.59
C -2.70 -2.88 -1.19
C -1.34 -2.98 -1.96
N -0.70 -1.88 -2.63
C -1.27 -0.56 -2.59
N -0.56 0.55 -3.26
C 0.62 0.89 -2.37
C 0.19 2.01 -1.25
C -2.63 -0.29 -1.86
C -3.39 -1.48 -1.16
B -4.82 -1.27 -0.43
O -5.82 -2.33 -0.46
N -5.25 -0.01 0.28
C -4.16 0.54 1.14
C -5.81 1.00 -0.66
H 0.39 -2.96 2.19
H 0.50 -4.30 0.92
H 0.14 -2.50 0.38
H -1.63 -4.15 2.47
H -2.25 -2.69 1.54
H -2.64 -5.54 0.97
H -1.33 -5.15 -0.29
H -4.01 -3.97 0.02
H -0.83 -4.01 -2.03
H 0.20 -1.98 -3.14
H -1.20 1.36 -3.20
H 1.54 1.24 -2.99
H 0.95 -0.02 -1.74
H -0.05 3.00 -1.75
H -0.78 1.60 -0.79
H 1.00 2.08 -0.45
H -3.05 0.77 -1.87
H -5.50 -2.92 -1.19
H -3.92 -0.25 1.95
H -3.23 0.90 0.57
H -4.62 1.43 1.72
H -6.12 1.91 -0.04
H -5.09 1.31 -1.50
H -6.79 0.56 -1.08
C 1.22 4.89 2.48
C 2.04 5.47 3.36
C 3.01 6.53 2.94
O 3.73 7.05 3.77
C 3.06 6.89 1.52
C 2.24 6.30 0.64
C 1.25 5.27 1.07
O 0.51 4.77 0.24
O 2.28 6.63 -0.68
O 2.02 5.13 4.68
H 0.51 4.13 2.78
H 3.78 7.64 1.22
H 1.59 6.07 -1.10
H 2.70 5.69 5.10
C 4.58 -1.03 0.19
C 5.57 -1.85 0.56
C 5.56 -3.29 0.19
O 6.49 -4.00 0.52
C 4.41 -3.80 -0.57
C 3.43 -2.98 -0.93
C 3.45 -1.53 -0.59
O 2.53 -0.81 -0.95
O 2.35 -3.44 -1.64
O 6.63 -1.39 1.28
H 4.58 0.02 0.45
H 4.41 -4.85 -0.82
H 1.78 -2.65 -1.77
H 7.20 -2.17 1.42
```

Density functional theory data (the ωB97M-V functional and the def2-TZVPD basis) for a structure of composition C24H32ClIrO5.

Output
- Frontier orbital gap (alpha / beta): 1.82 / 6.72 eV
- Lowest unoccupied orbital energy (alpha / beta): 2.34 / 0.80 eV
- Multiplicity: 6
- ΔE to the lowest compared entry with this formula, charge and spin: 1.084 eV
- Net charge: -1

```
63
C24H32ClIrO5, DFT the ωB97M-V functional and the def2-TZVPD basis
C 0.04 -0.34 -3.17
C -0.55 -1.42 -2.20
C -0.16 1.07 -2.46
C -1.26 0.79 -1.47
H -0.35 1.80 -3.27
H 0.78 1.32 -1.94
C -1.06 -0.66 -1.01
H 0.16 -2.20 -1.90
H -1.48 -1.79 -2.67
C -0.04 -0.43 0.06
H -1.98 -1.05 -0.52
H -2.18 0.89 -2.03
C -1.24 1.66 -0.16
C 1.50 -0.48 -3.56
C -0.61 -0.38 -4.53
O -1.20 0.60 -4.99
O 2.30 -1.27 -3.11
O 1.76 0.32 -4.63
O -0.58 -1.53 -5.23
C 0.09 -2.78 -4.80
H -0.10 -3.01 -3.72
H 1.19 -2.70 -4.99
H -0.37 -3.55 -5.45
C 3.11 0.16 -5.09
H 3.83 0.50 -4.31
H 3.18 0.80 -5.99
H 3.30 -0.90 -5.34
O -0.66 0.67 0.78
H 0.92 -0.03 -0.30
H 0.28 -1.36 0.59
C -2.66 1.99 0.23
C -0.28 2.83 -0.15
H -0.09 3.32 -1.12
H 0.69 2.54 0.29
H -0.73 3.60 0.47
H -2.65 2.33 1.25
H -3.28 1.10 0.10
H -3.08 2.78 -0.39
Ir -0.16 -0.06 3.44
C -1.62 -0.83 4.75
C -2.26 -0.79 3.45
C -1.61 -1.78 2.62
H -3.01 -0.10 3.12
C -0.56 -2.37 3.41
C -0.58 -1.81 4.72
H 0.10 -2.04 5.55
H -1.88 -0.19 5.61
H -1.85 -1.99 1.58
H 0.17 -3.11 3.02
C 1.67 1.30 3.26
C 1.67 0.15 4.18
C 2.06 -1.00 3.35
H 1.64 0.20 5.26
C 2.53 -0.51 2.10
C 2.36 0.89 2.07
H 2.77 1.55 1.28
H 1.38 2.32 3.55
H 2.10 -2.03 3.72
H 3.04 -1.12 1.33
Cl -0.91 2.24 5.37
C -1.01 1.72 3.65
H -2.06 1.71 3.32
H -0.45 2.44 3.03
```

Density functional theory data (the ωB97M-V functional and the def2-TZVPD basis) for a cluster of 3 separate species, C24H32F17NO9S in total.

Output
- Frontier orbital gap: 9.83 eV
- Lowest unoccupied orbital energy: 0.32 eV
- SMILES string: C#CN(CCC(F)(F)C(F)(F)C(F)(F)C(F)(F)C(F)(F)C(F)(F)C(F)(F)C(F)(F)F)C(=O)OCCCS(=O)(=O)O.COCCOC.COCCOC
- Multiplicity: 1

```
84
C24H32F17NO9S, DFT the ωB97M-V functional and the def2-TZVPD basis
C 0.86 -3.31 4.97
C 0.54 -3.24 3.82
N 0.20 -2.92 2.52
C 1.26 -3.26 1.57
C 2.66 -2.73 1.96
C 3.53 -2.35 0.75
F 4.81 -2.46 1.15
F 3.28 -3.17 -0.27
C 3.25 -0.89 0.31
F 3.63 -0.10 1.31
F 1.93 -0.74 0.16
C 3.91 -0.49 -1.05
F 4.99 -1.22 -1.25
F 3.04 -0.88 -1.99
C 4.15 1.03 -1.27
F 3.86 1.28 -2.55
F 3.30 1.76 -0.57
C 5.61 1.53 -1.10
F 6.36 1.00 -2.05
F 5.57 2.85 -1.36
C 6.23 1.40 0.29
F 6.31 0.14 0.69
F 5.42 2.01 1.16
C 7.65 2.06 0.45
F 8.16 2.50 -0.69
F 8.49 1.13 0.91
C 7.72 3.22 1.48
F 6.95 4.23 1.14
F 8.96 3.69 1.42
F 7.51 2.84 2.70
C -0.18 -1.53 2.43
O 0.54 -0.64 2.75
O -1.45 -1.24 2.00
C -1.42 -0.50 0.78
C -2.82 0.09 0.54
C -3.38 0.80 1.79
S -2.60 2.39 2.17
O -2.22 2.48 3.56
O -3.59 3.42 1.86
O -1.31 2.64 1.22
H 1.16 -3.35 5.99
H 1.33 -4.35 1.53
H 0.97 -2.95 0.56
H 3.21 -3.56 2.43
H 2.64 -1.93 2.71
H -1.19 -1.20 -0.04
H -0.68 0.30 0.77
H -3.49 -0.75 0.36
H -2.76 0.76 -0.31
H -3.31 0.18 2.69
H -4.44 1.00 1.64
H -1.69 2.97 0.38
C -1.50 4.74 -2.00
O -2.66 3.92 -1.96
C -3.84 4.66 -1.63
C -4.66 4.96 -2.87
O -3.98 5.85 -3.75
C -3.38 5.18 -4.84
H -0.71 4.17 -2.49
H -1.67 5.66 -2.57
H -1.17 5.00 -0.99
H -3.59 5.58 -1.10
H -4.43 4.03 -0.96
H -5.58 5.47 -2.56
H -4.94 4.04 -3.38
H -4.14 4.89 -5.58
H -2.82 4.30 -4.53
H -2.69 5.88 -5.31
C -2.39 -4.10 0.66
O -3.36 -3.52 -0.19
C -3.41 -4.12 -1.48
C -4.55 -5.10 -1.60
O -4.38 -6.22 -0.75
C -5.14 -6.14 0.44
H -2.58 -3.76 1.67
H -2.42 -5.19 0.64
H -1.39 -3.76 0.36
H -2.45 -4.61 -1.71
H -3.55 -3.31 -2.21
H -4.58 -5.48 -2.63
H -5.51 -4.61 -1.40
H -6.19 -6.35 0.23
H -5.06 -5.16 0.91
H -4.77 -6.89 1.13
```